Computed, not measured: a molecular structure, C21H39AuCl3N7O3Si at a distorted geometry, with ωB97M-V/def2-TZVPD.

XYZ file:
```
75
Properties=species:S:1:pos:R:3:forces:R:3
Au 0.80457 0.43361 -0.52594 -0.135 -0.932 0.426
Cl 2.12138 0.33924 -2.43592 0.818 0.055 -0.088
Cl 1.52079 2.65501 -0.29276 0.634 0.840 0.220
Cl 0.74308 -1.97498 -0.46269 0.157 0.051 0.048
Si -0.62426 0.44302 -6.05334 0.304 -0.402 -0.811
O -2.76656 -1.71274 -0.66478 0.576 -0.862 0.152
O 0.38706 -0.40829 -7.06564 -0.449 0.286 -0.019
O -1.87490 1.53664 -1.99706 0.681 0.445 -0.382
N -0.05374 1.07994 2.40383 -1.742 -0.501 -1.005
N -0.45373 0.70902 1.15999 -0.803 0.484 2.362
N -2.29179 0.67643 2.42813 1.972 0.568 0.736
N -1.03888 3.47519 -2.90502 -0.224 0.004 -0.133
N -1.16580 1.07503 3.11558 0.192 -1.270 -1.965
N -1.03671 0.98885 4.49777 -0.122 0.225 -0.041
N -1.83846 -3.57031 -1.63285 -0.209 0.125 0.675
C 1.42429 -0.11237 -7.99147 -0.518 -0.389 0.609
C 0.99757 0.79248 -9.13357 0.316 -0.011 -0.194
C 1.72453 -1.96403 -9.65757 0.058 0.322 1.200
C 0.52833 2.24335 -11.49868 -0.009 -0.135 0.314
C -2.36141 0.10277 -6.57023 -0.435 -0.103 -0.102
C 1.89913 -1.48968 -8.40434 -0.390 -0.289 -1.878
C -1.64575 -2.91725 -2.91061 0.076 -0.299 -0.097
C 2.10860 -3.34060 -10.08860 0.028 -0.609 -0.475
C -0.30690 -0.34684 -4.41783 0.229 0.237 0.564
C 1.94092 1.72081 -9.59712 -0.301 -0.222 -0.290
C -2.20875 -2.80687 -0.57288 -0.278 0.380 -0.114
C -1.78412 0.48120 1.21344 0.095 -0.065 0.327
C 1.72171 2.41782 -10.78962 -0.045 -0.016 0.127
C -0.93728 2.23574 -2.39054 -0.067 -0.238 0.218
C -0.21444 0.62488 -9.82704 0.099 0.176 -0.218
C -1.17011 -4.85145 -1.44241 0.090 -0.019 -0.001
C 2.50467 -2.30080 -7.30666 0.230 0.000 0.142
C -2.37500 3.95306 -3.21600 -0.075 0.229 -0.007
C -0.44603 1.36325 -11.00341 0.045 -0.064 0.162
C -0.33730 2.27055 -6.23687 0.104 0.630 0.184
C 0.14298 4.31306 -3.17358 -0.105 -0.477 -0.165
H -3.07167 0.64059 -5.93102 0.056 -0.056 -0.076
H -1.17612 2.83282 -5.80563 0.093 -0.123 0.013
H -2.38050 5.04051 -3.14040 -0.122 -0.020 0.057
H 1.59317 -3.55718 -11.03890 0.267 -0.149 0.352
H -2.68508 3.68370 -4.23850 0.107 -0.002 0.256
H -0.17045 5.36614 -3.07287 0.313 -0.443 0.082
H -0.33976 1.67422 4.77819 -0.218 -0.037 0.047
H -0.96119 -0.11058 -9.47949 0.531 0.479 -0.151
H 0.10929 1.89122 -2.34222 -0.410 0.287 -0.196
H -0.29294 2.55972 -7.29564 0.000 -0.202 0.145
H 2.42340 -3.37811 -7.49046 0.101 0.278 0.055
H -1.39581 -5.26922 -0.42924 0.249 0.401 -0.899
H 1.22964 -1.37187 -10.42572 0.268 0.154 0.285
H 0.36068 2.80036 -12.42659 0.023 -0.274 0.372
H 2.01865 -2.07213 -6.35501 0.064 -0.039 -0.079
H -2.57319 -0.96702 -6.47526 -0.036 0.079 -0.076
H -1.51488 -5.55943 -2.22580 0.088 0.331 0.563
H -2.35423 0.09215 0.37453 0.069 0.167 0.078
H 0.52224 4.15588 -4.20800 -0.188 0.172 0.648
H 2.24693 0.32310 -7.40738 0.019 0.427 -0.311
H 3.56653 -2.03417 -7.21819 -0.079 -0.192 0.110
H 3.19215 -3.43724 -10.27596 -0.325 0.066 0.053
H 1.83926 -4.12865 -9.36219 0.056 0.369 -0.286
H -1.93405 1.13469 4.94922 0.037 0.191 -0.288
H -1.94608 -3.26361 0.40885 -0.350 0.068 -0.342
H -3.08479 3.51517 -2.50454 0.178 0.156 -0.231
H 0.01666 -1.39490 -4.55217 -0.277 0.505 -0.070
H -1.75628 -3.67462 -3.68456 -0.079 0.080 -0.214
H 2.87176 1.84474 -9.03321 -0.303 -0.006 -0.289
H 0.57265 2.65226 -5.75900 -0.044 -0.181 -0.094
H 0.54576 0.19286 -3.96491 -0.502 -0.321 -0.200
H -1.16409 -0.28316 -3.72558 0.434 -0.053 -0.207
H -1.38787 1.23250 -11.55714 0.498 0.044 0.334
H -0.08239 -4.71090 -1.58141 -0.292 -0.229 0.248
H 2.49745 3.08753 -11.17078 -0.322 -0.157 0.136
H -0.62915 -2.50729 -2.96520 -0.250 -0.077 0.092
H -2.53059 0.40581 -7.60851 -0.051 -0.033 0.099
H -2.37307 -2.11758 -3.05340 0.093 -0.152 0.113
H 0.93020 4.05295 -2.43212 -0.497 0.335 -0.609
```
Positions in Å, forces in eV/Å.

<S²>: 2.0099
2S+1: 3
Relative energy (zero: lowest compared OMol25 entry of this formula, charge and spin): 8.0 kcal/mol
LUMO level (spin up / spin down): 0.179 / -4.713 eV

Mulliken population analysis, charges in e, atoms 1 to 2: 0.6504 -0.1968

Computed, not measured: 7 unconnected molecules or ions with the total composition C21H39F4NO8 at a distorted geometry, with ωB97M-V/def2-TZVPD.

XYZ file:
```
73
Properties=species:S:1:pos:R:3:forces:R:3
F 2.80391 4.57487 -2.87768 -0.519 -3.857 2.673
F 3.15345 1.20167 -3.38182 -3.422 2.797 2.138
F 2.65469 3.57706 -0.59890 -0.024 -0.502 -4.473
F 1.60535 1.12222 -1.57976 1.299 3.063 -3.378
O 5.31405 -2.72679 -0.05087 0.911 -1.487 -0.153
O -4.54359 0.25500 4.57107 0.454 1.292 -0.589
O 1.10577 2.34965 -3.69016 0.602 0.470 4.044
O -2.66195 -4.52948 1.50744 -0.983 0.695 0.599
O -0.64021 3.93852 -4.10632 4.803 -5.766 5.811
O 5.85439 1.57513 -1.16740 -0.364 -0.630 0.926
O -1.60997 -0.51507 -0.13698 0.708 -1.119 -0.177
O -3.29714 2.82921 -2.33644 -1.498 0.831 -0.148
N -0.57218 3.19242 -1.78939 2.173 -0.642 -1.586
C 7.06069 -4.17716 0.68878 -0.057 0.428 0.302
C -3.43532 -2.43460 2.35280 0.478 -0.086 -0.161
C 2.92757 3.32467 -2.06345 2.653 1.113 0.978
C 5.95245 -3.76082 -0.24096 -0.734 1.150 0.182
C -0.97157 -1.54910 -0.32707 -0.706 1.171 0.169
C -3.78928 1.41414 2.62457 -0.094 -0.501 -0.057
C -0.00624 3.15729 -3.18726 -4.992 4.855 -4.025
C -4.68893 4.05308 -3.84193 0.385 -0.254 -0.258
C -1.26846 -2.44663 -1.49848 -0.380 0.265 -0.172
C 2.11306 2.03815 -2.66997 -0.046 -2.237 -0.897
C -3.55927 -3.90892 2.07545 1.088 -0.607 -0.681
C 0.13667 -1.96544 0.60268 -0.043 0.362 0.302
C -4.10827 2.58011 4.89603 -0.160 -0.205 0.459
C 6.37795 0.58701 0.94228 0.474 0.307 -0.173
C -5.11036 3.99036 -1.30436 0.255 -0.216 0.370
C -4.82353 -4.59464 2.51973 0.135 -0.497 -0.165
C -4.27709 3.55837 -2.48119 1.417 -1.015 0.102
C 5.65555 -4.65835 -1.41237 -0.394 0.312 -0.166
C 4.18769 0.09318 -0.31458 -0.072 0.242 -0.517
C 5.50490 0.81988 -0.26166 0.123 0.642 -0.941
C -4.17992 1.32030 4.07528 -0.463 -1.373 0.566
H 0.15015 3.33421 -1.05063 -0.548 -0.468 -0.931
H -4.69553 3.55788 -0.38768 -0.062 0.080 -0.220
H 5.85425 0.90363 1.84776 -0.014 -0.228 -0.010
H 6.53676 -4.73519 -2.05422 -0.021 -0.196 0.115
H -5.68494 -4.14828 2.01654 0.000 0.080 0.227
H -3.48040 -2.25418 3.42979 -0.258 0.134 -0.098
H -1.56738 -3.43568 -1.14219 0.209 -0.021 -0.020
H -4.77343 -5.65595 2.25384 0.013 0.242 0.046
H -6.13675 3.63491 -1.42554 -0.006 0.224 -0.037
H -2.09138 -2.02090 -2.08244 0.189 -0.054 0.142
H 7.16241 -3.43474 1.48757 -0.039 -0.164 -0.182
H 1.08052 -2.02093 0.05447 -0.045 -0.191 0.029
H -4.41864 2.36204 5.92343 0.066 0.026 -0.240
H 6.64613 -0.47049 1.00765 -0.227 0.026 0.139
H 0.23839 -1.22302 1.40146 -0.029 -0.125 -0.187
H 4.09057 3.05442 -2.09594 -2.716 0.497 0.111
H -0.38726 -2.52348 -2.14033 -0.006 -0.180 0.105
H -4.65245 5.14509 -3.86707 -0.199 -0.064 0.001
H 5.35664 -5.64740 -1.05608 0.216 -0.018 -0.083
H 8.00454 -4.23265 0.14058 -0.071 -0.217 0.040
H 4.83264 -4.23262 -1.99633 0.192 -0.080 0.147
H -4.93049 -4.51038 3.60412 -0.157 0.158 -0.101
H 3.56637 0.38771 0.53494 0.047 -0.152 0.065
H -1.16664 2.36670 -1.55935 0.614 0.772 -0.564
H 4.35830 -0.98629 -0.30512 -0.104 0.292 0.209
H 6.82442 -5.14478 1.13859 0.164 -0.030 -0.156
H 7.29600 1.17608 0.84423 -0.208 -0.092 0.005
H 3.66442 0.35728 -1.23979 0.305 -0.138 0.382
H -3.88978 0.42872 2.15719 0.066 0.273 0.099
H -2.74851 1.73682 2.54007 -0.130 0.151 -0.105
H -2.47172 -2.07440 1.97704 -0.250 -0.061 0.074
H -4.23481 -1.89201 1.84210 -0.043 -0.002 0.241
H -3.08171 2.95468 4.91281 -0.121 0.145 -0.140
H -5.09257 5.07956 -1.21640 -0.204 -0.056 -0.076
H -4.44841 2.11563 2.10698 0.202 0.111 0.014
H -4.78168 3.33351 4.47959 0.218 0.069 -0.052
H -0.09960 -2.93306 1.05248 0.105 -0.068 -0.165
H -5.69655 3.70049 -4.07611 -0.036 0.220 0.055
H -3.99674 3.66180 -4.59515 -0.119 0.103 0.217
```
Positions in Å, forces in eV/Å.

Relative energy (zero: lowest compared OMol25 entry of this formula, charge and spin): 96.2 kcal/mol
LUMO level: 0.412 eV
SMILES: NC(=O)OC(F)(F)C(F)F.CC(C)=O.CC(C)=O.CC(C)=O.CC(C)=O.CC(C)=O.CC(C)=O

Mulliken population analysis, charges in e, atoms 1 to 2: -0.2986 -0.3073

Computed, not measured: a molecular structure, C21H39IrN2O2P3 at a distorted geometry, with ωB97M-V/def2-TZVPD.

XYZ file:
```
68
Properties=species:S:1:pos:R:3:forces:R:3
Ir -0.21890 0.76813 -1.13961 -0.507 -1.081 8.193
P -1.15734 3.99915 -0.64969 -0.929 3.090 -0.303
P -2.84475 -3.39257 -0.21798 -4.100 -2.167 2.653
P 4.18849 -1.44825 -0.29598 3.258 1.865 2.037
O 1.85694 2.12060 0.76656 -1.943 -1.725 -1.310
O -2.31838 1.16501 1.16333 2.184 -0.707 -2.500
N 0.15085 -0.34247 1.63282 -0.122 -0.075 0.057
N 0.43518 -1.56798 3.44386 -0.007 0.210 -0.815
C -1.57366 1.01994 0.28435 -4.005 1.409 3.249
C -1.41632 0.34525 -2.81203 -2.219 -0.103 -2.558
C 4.79206 0.23088 -0.73825 -1.236 0.275 -1.181
C -0.25197 0.75933 3.86968 -0.138 0.554 0.109
C 1.06049 1.67427 0.05287 3.464 3.560 2.101
C 4.08690 -1.13362 1.51258 -1.489 -0.691 0.156
C 0.69373 -2.39238 2.37008 -0.107 0.178 -0.334
C 1.34239 0.28086 -2.51186 2.160 -0.105 -1.825
C 0.72294 1.44574 -2.94901 2.338 1.098 -2.060
C -2.96623 -5.23158 -0.04471 1.741 -0.352 -0.687
C -2.79536 4.28889 -1.39726 -0.241 -1.402 -0.115
C 5.70021 -2.43965 -0.56026 -1.111 -1.161 -0.740
C -3.15449 -2.90351 1.54553 1.580 0.997 0.108
C -0.79238 -0.82575 -2.38442 -1.065 -1.837 -0.604
C -4.53856 -3.07148 -0.87773 0.583 1.270 -1.340
C 0.49821 -1.61575 1.25341 0.223 -0.752 0.625
C -1.22616 4.75203 0.99936 0.397 -1.215 0.662
C 0.10011 -0.33605 2.95551 0.337 -0.805 0.127
C -0.66286 1.49530 -3.06312 -1.339 0.959 -1.578
C 0.59583 -0.86769 -2.23206 0.854 -1.165 -0.549
C -0.11033 5.13929 -1.61503 0.918 -1.045 -0.258
H -4.49728 -3.05593 -1.97746 -0.365 -0.059 0.263
H -5.23673 -3.85740 -0.55196 0.509 0.104 0.058
H 2.41559 0.27225 -2.33945 -0.163 0.060 -0.125
H 5.08525 -0.87469 1.89506 -0.057 -0.155 -0.379
H 0.99202 -3.42619 2.44914 -0.051 0.064 0.211
H -0.47718 6.17281 -1.52017 -0.059 -0.336 0.083
H -4.12094 -3.28248 1.92965 0.295 -0.068 -0.674
H -1.36956 -1.70226 -2.08107 0.066 0.354 -0.316
H -3.13177 -1.80269 1.63485 -0.135 -0.434 0.077
H 6.59153 -1.86132 -0.27734 -0.397 0.049 0.031
H 1.30872 2.35122 -3.05913 -0.004 -0.104 -0.222
H 0.58322 -1.91494 0.21616 0.030 0.042 0.266
H 0.92674 5.06758 -1.25235 -0.281 0.264 -0.109
H 4.13251 1.00218 -0.31054 0.280 -0.275 -0.113
H -2.52797 -5.69933 -0.93975 -0.247 -0.144 0.285
H -2.39315 -5.57299 0.82806 -0.080 0.171 -0.266
H -2.78496 3.91560 -2.43388 -0.087 0.334 0.265
H -2.49530 0.41364 -2.86281 0.015 -0.146 -0.098
H 3.39609 -0.29008 1.68749 0.293 -0.349 -0.056
H 4.80137 0.34549 -1.83102 0.299 0.153 0.244
H -0.33033 1.69547 3.31046 0.010 -0.101 0.217
H 0.49770 -1.79535 4.43107 -0.001 -0.077 -0.213
H -0.23375 4.65019 1.46737 -0.309 0.286 -0.087
H 3.69273 -2.01797 2.03488 0.283 0.327 0.006
H -0.11380 4.82703 -2.67090 -0.053 0.297 0.257
H -4.01085 -5.56017 0.04752 0.158 0.517 -0.077
H -2.33004 -3.30515 2.15437 -0.338 0.138 -0.077
H -1.94307 4.20133 1.62853 0.111 0.371 -0.179
H -1.50683 5.80937 0.90793 0.025 -0.192 -0.117
H -3.56065 3.71339 -0.85327 0.124 0.361 -0.136
H 1.07969 -1.75675 -1.84318 -0.065 0.077 -0.104
H 5.81171 0.35391 -0.34534 -0.253 -0.258 -0.032
H 5.72162 -2.68707 -1.63591 0.358 -0.067 0.419
H -4.88023 -2.08737 -0.52466 0.079 -0.301 -0.166
H -1.15769 2.42944 -3.30966 0.054 -0.218 -0.149
H 5.59953 -3.36466 0.02636 0.277 0.209 -0.264
H -1.21648 0.55375 4.35454 0.259 0.132 -0.030
H 0.52343 0.86296 4.63965 -0.281 0.093 -0.101
H -3.03752 5.36121 -1.38414 0.224 -0.194 0.089
```
Positions in Å, forces in eV/Å.

Net charge: +4
<S²>: 8.7659
2S+1: 6
Relative energy (zero: lowest compared OMol25 entry of this formula, charge and spin): 30.3 kcal/mol
LUMO level (spin up / spin down): -10.380 / -14.492 eV

Mulliken population analysis, charges in e, atoms 1 to 2: 1.2265 0.7565

Question: Which of these has the highest relative energy (zero: lowest compared OMol25 entry of this formula, charge and spin)?
Answer: C21H39F4NO8